DFT (the ωB97M-V functional and the def2-TZVPD basis) results for the molecule C4H6O.

Values from the calculation:
E_LUMO = 0.9 eV
2S+1 = 1
Total energy = -231.17174 Eh
HOMO-LUMO gap = 11.1 eV
HOMO = -10.15 eV
Total charge = 0

Last column: Mulliken charge in e.
Positions of all 11 atoms, in Å:
1 C 1.048 0.900 -0.661  -1.174
2 C -0.112 -0.057 -0.425  0.508
3 O 0.357 -1.352 -0.767  -0.516
4 C -0.744 -0.106 0.904  -0.713
5 C -1.444 -0.374 1.847  0.069
6 H 1.251 0.911 -1.737  0.299
7 H 1.952 0.553 -0.154  0.312
8 H 0.813 1.918 -0.341  0.347
9 H -0.937 0.246 -1.084  0.131
10 H -0.193 -1.993 -0.301  0.331
11 H -1.991 -0.647 2.719  0.406